1.
Entry from the OMol25 dataset: a structure of composition C36H54N6NaO2PSSe (ωB97M-V with the def2-TZVPD basis set).

Values from the calculation:
**Gap between HOMO and LUMO**: 3.220 eV

```
! wB97M-V def2-TZVPD RIJCOSX def2/J DEFGRID3
* xyz -2 1
Na -0.44955 -0.78669 -0.03131
C -0.94476 2.55880 3.14059
C -1.26532 3.71577 2.44810
C -1.53010 3.63758 1.09134
C -1.47024 2.39141 0.47077
N -1.17934 1.28084 1.14430
C -0.91005 1.35657 2.44359
C -1.68991 2.21484 -0.99250
C -1.30327 3.18852 -1.90290
C -1.45547 2.91791 -3.25879
C -1.94152 1.68524 -3.64171
C -2.26564 0.75557 -2.65280
N -2.19097 1.03323 -1.35558
H -0.71592 2.58117 4.19868
H -1.30555 4.67217 2.95784
H -1.78410 4.51927 0.51771
H -0.63200 0.40426 2.89576
H -0.82977 4.10216 -1.56970
H -1.13087 3.64510 -3.99374
H -2.01200 1.39867 -4.68269
H -2.58306 -0.24388 -2.91734
N 0.06275 -1.60488 2.17167
P 0.07792 -2.97916 2.79504
N 0.44652 -4.28248 1.78154
C 0.67828 -5.62442 2.28610
C 0.33949 -6.66738 1.22423
C 1.19791 -6.49469 -0.03616
C 1.47995 -5.00744 -0.31303
C 0.42590 -4.12225 0.32840
N -1.33822 -3.61437 3.56925
C -2.37772 -4.02945 2.62449
C -3.69388 -4.32239 3.36384
C -3.40517 -4.76444 4.79410
C -2.75139 -3.60438 5.55850
C -1.89587 -2.75714 4.60390
N 1.13539 -3.18934 4.13729
C 1.08352 -4.17328 5.18788
C 1.21310 -3.49388 6.57717
C 1.67813 -2.04465 6.42989
C 2.84285 -1.97214 5.44889
C 2.40928 -2.50976 4.06326
H 0.06075 -5.79674 3.17401
H 1.72703 -5.76354 2.60215
H -0.71691 -6.55620 0.96354
H 0.45777 -7.67116 1.64489
H 0.67939 -6.94374 -0.88792
H 2.13869 -7.04322 0.08032
H 1.50824 -4.78684 -1.38121
H 2.45229 -4.72523 0.10479
H -0.55958 -4.34451 -0.10492
H 0.62986 -3.08690 0.07307
H -2.03216 -4.93028 2.11264
H -2.54448 -3.26348 1.85354
H -4.25890 -5.08080 2.81695
H -4.32005 -3.42508 3.39012
H -2.72120 -5.61718 4.76694
H -4.31656 -5.09799 5.29906
H -2.13209 -3.99659 6.37123
H -3.52053 -2.97348 6.01710
H -1.07969 -2.27147 5.13910
H -2.49371 -1.94618 4.16124
H 1.89249 -4.91542 5.06803
H 0.14075 -4.71176 5.11593
H 1.93748 -4.04284 7.18932
H 0.25864 -3.52818 7.11163
H 1.96083 -1.63569 7.40474
H 0.85996 -1.43210 6.04496
H 3.67993 -2.55868 5.84460
H 3.19786 -0.94265 5.35470
H 3.19066 -3.18227 3.66854
H 2.28275 -1.69146 3.35383
C 2.70197 -1.04738 0.23619
C 2.55605 0.36278 0.71973
C 3.54123 0.80906 1.78428
O 1.70484 1.12495 0.31884
H 2.26589 -1.68152 1.01834
H 3.75609 -1.30450 0.10326
H 2.13864 -1.21173 -0.69025
H 4.54311 0.85242 1.34794
H 3.56692 0.08100 2.59803
H 3.26076 1.79030 2.16258
C 7.16690 -0.65599 -2.39031
C 5.83025 -0.00822 -2.64486
C 5.71324 1.36998 -2.78352
C 4.47326 1.96159 -2.99940
C 3.34413 1.16514 -3.07843
C 3.42820 -0.21735 -2.94001
C 4.67554 -0.78457 -2.73054
S 1.75445 1.97095 -3.29099
C 1.23791 1.08009 -4.77444
O 2.07572 3.38198 -3.71950
H 7.97306 0.07910 -2.41792
H 7.38292 -1.42384 -3.13662
H 7.18825 -1.14211 -1.41199
H 6.60128 1.99169 -2.71996
H 4.36367 3.03267 -3.11637
H 2.52454 -0.84555 -2.96225
H 4.74202 -1.86255 -2.61563
H 0.72510 1.82705 -5.38067
H 0.59108 0.25516 -4.43435
H 2.09940 0.67967 -5.30618
Se 0.07985 -1.62400 -2.67766
*
```

---

2.
Entry from the OMol25 dataset: a structure of composition C36H38FN7O3PbS5 (ωB97M-V with the def2-TZVPD basis set).

Values from the calculation:
**Gap between HOMO and LUMO**: 3.139 eV

```
! wB97M-V def2-TZVPD RIJCOSX def2/J DEFGRID3
* xyz 0 1
Pb -1.20887 -1.86138 0.11982
S -0.25233 -1.39986 -2.60827
C -1.53852 -2.24529 -3.40478
C -1.26008 -3.25996 -4.33485
C -2.27183 -3.92903 -5.00250
C -3.60032 -3.59120 -4.77991
C -3.90619 -2.58142 -3.87448
C -2.90313 -1.94511 -3.15548
S -3.20500 -0.66039 -1.95593
C -4.89753 -1.02482 -1.34909
C -5.06073 -1.38014 0.12087
C -6.27962 -1.05365 0.71542
C -6.47886 -1.36034 2.04751
C -5.43796 -1.92159 2.76761
C -4.24024 -2.18469 2.11807
C -3.04925 -2.65126 2.91327
S -2.25090 -4.02869 2.02684
C -0.72217 -4.36974 2.88592
C -0.63787 -5.66042 3.40833
C 0.51585 -6.11842 4.01637
C 1.60727 -5.26252 4.10450
C 1.53406 -3.98545 3.58834
C 0.37964 -3.48941 2.95436
S 0.42493 -1.84510 2.36668
N -4.09350 -1.97905 0.80211
H -0.22096 -3.49877 -4.52030
H -2.03231 -4.71709 -5.70805
H -4.39915 -4.08813 -5.31597
H -4.94354 -2.29350 -3.75458
H -5.32823 -1.81644 -1.96101
H -5.46626 -0.11499 -1.53597
H -7.05443 -0.56554 0.13821
H -7.42463 -1.14250 2.52750
H -5.53603 -2.11964 3.82641
H -3.33220 -2.98275 3.90950
H -2.32375 -1.83673 2.98043
H -1.50187 -6.30717 3.31534
H 0.55967 -7.12468 4.41351
H 2.52003 -5.59897 4.58288
H 2.39168 -3.32692 3.63625
C 1.79610 5.04950 3.47228
C 0.70609 5.19023 2.41219
N 0.51466 3.96287 1.65517
C -0.56509 3.16617 1.93586
C -0.82186 1.96081 1.38804
C -2.15273 1.29380 1.79140
O -2.96152 2.04040 2.36200
O -2.27936 0.07570 1.51938
C 0.13738 1.38181 0.47981
O 0.11151 0.26949 -0.03268
C 1.26716 2.27471 0.13209
C 2.19429 1.80677 -0.79556
C 3.21730 2.61967 -1.19724
F 4.15904 2.15221 -2.05570
C 3.32328 3.93269 -0.74224
C 2.43835 4.38041 0.22332
C 1.41241 3.55200 0.69773
N 4.28531 4.84802 -1.26896
C 5.37158 5.25308 -0.40533
C 5.84594 6.63294 -0.84272
N 6.27329 6.53285 -2.27670
C 5.14403 6.07233 -3.15284
C 4.69317 4.70672 -2.65023
H 1.93642 5.99306 4.00086
H 2.74411 4.75045 3.02328
H 1.50927 4.28525 4.19415
H 0.92731 6.01389 1.72993
H -0.24095 5.42073 2.89515
H -1.27874 3.55956 2.64955
H 2.08227 0.79726 -1.17418
H 2.53827 5.40018 0.57173
H 6.22235 4.54828 -0.43639
H 5.01742 5.29989 0.62213
H 6.68058 6.99506 -0.24470
H 5.01821 7.33679 -0.78855
H 7.01527 5.83042 -2.33125
H 6.65322 7.41956 -2.60416
H 5.49164 6.03623 -4.18386
H 4.33174 6.79037 -3.06133
H 5.50723 3.97989 -2.79567
H 3.84511 4.37444 -3.24467
N -2.24631 -4.69686 -1.34336
N -1.28210 -5.63081 -1.65591
C 0.00164 -5.53163 -1.25133
N 0.77366 -6.58533 -1.64486
S 0.69559 -4.29619 -0.38214
H -2.87691 -5.04012 -0.63120
H -2.74229 -4.39584 -2.17251
H -1.53708 -6.40561 -2.24877
H 0.35581 -7.44282 -1.96491
H 1.67210 -6.63851 -1.20103
*
```

---

3.
Entry from the OMol25 dataset: a structure of composition C51H47AsN2O7P2Ti (ωB97M-V with the def2-TZVPD basis set).

Values from the calculation:
**Gap between HOMO and LUMO**: 5.091 eV

```
! wB97M-V def2-TZVPD RIJCOSX def2/J DEFGRID3
* xyz 2 1
Ti 1.98562 -0.08192 -0.71646
O 4.55354 -3.48156 -0.36148
C 3.80566 -2.42527 -0.21273
O 3.57522 -1.61661 -1.10690
C 3.24645 -2.16258 1.12594
C 3.54637 -2.78830 2.31987
C 3.07491 -2.20949 3.49824
C 2.37778 -1.01135 3.44639
C 2.10106 -0.46930 2.19959
N 2.48002 -1.06423 1.07580
C 1.43487 0.87200 1.92468
O 1.15789 1.63425 2.80941
O 1.23230 1.03209 0.64341
H 4.88358 -3.54821 -1.27176
H 4.15801 -3.68033 2.32574
H 3.29039 -2.66958 4.45320
H 2.05395 -0.48956 4.33715
C 0.90816 -3.55937 -3.20081
C 0.45162 -2.92358 -4.34814
C 0.40431 -1.54466 -4.39935
C 0.82824 -0.78323 -3.30611
C 1.29699 -1.40717 -2.14287
C 1.32099 -2.80167 -2.11898
C 0.77584 0.68044 -3.27981
C 0.23731 1.42649 -4.34133
C 0.15527 2.78137 -4.24532
C 0.65293 3.43543 -3.10224
C 0.62357 4.84106 -2.98850
C 1.20272 5.46304 -1.92019
C 1.82207 4.69015 -0.92561
C 1.83744 3.32107 -0.99431
C 1.23327 2.64509 -2.07557
N 1.23901 1.26324 -2.16683
H 0.93036 -4.64000 -3.14559
H 0.13398 -3.50917 -5.20047
H 0.03045 -1.06973 -5.29659
H 1.65522 -3.32140 -1.22905
H -0.12877 0.92232 -5.22231
H -0.27983 3.36886 -5.04472
H 0.14300 5.41488 -3.77110
H 1.19751 6.54123 -1.83894
H 2.29618 5.18556 -0.08865
H 2.30205 2.76807 -0.19890
C 6.10157 2.95812 -2.69012
O 5.08916 2.49229 -1.78147
P 4.24702 1.14588 -1.99270
O 4.00021 0.84567 -0.36098
C 5.10237 0.79148 0.56942
O 5.45767 0.14938 -2.39155
C 5.32558 -0.76538 -3.49259
H 7.01576 2.38066 -2.56727
H 6.28739 3.99665 -2.43497
H 5.77007 2.89261 -3.72671
H 5.27756 -0.24042 0.87320
H 4.85289 1.39852 1.43707
H 5.99922 1.18846 0.10422
H 5.99642 -1.59914 -3.29761
H 5.63425 -0.28394 -4.41953
H 4.30107 -1.12578 -3.59465
C -0.94958 -0.81312 1.76179
C -2.44219 -1.06568 1.93995
As -2.90660 -1.07887 3.87292
C -4.83370 -1.23182 3.59290
C -5.34342 -2.21725 2.75032
C -6.71140 -2.34014 2.55968
C -7.58403 -1.49050 3.22391
C -7.08551 -0.52305 4.08353
C -5.71720 -0.39738 4.27222
C -2.76325 0.85172 4.15171
C -2.02697 1.30890 5.23975
C -1.93200 2.66870 5.50437
C -2.57343 3.57915 4.67870
C -3.30096 3.13076 3.58347
C -3.39678 1.77308 3.32054
P -0.46085 -0.83342 -0.03517
C -1.15031 -2.47339 -0.45807
C -2.20667 -2.73988 -1.31917
C -2.62690 -4.04821 -1.52306
C -2.01118 -5.09830 -0.86053
C -0.97895 -4.83820 0.03206
C -0.55213 -3.53707 0.22409
C -1.51656 0.48674 -0.71172
C -1.71690 1.63819 0.05480
C -2.50133 2.67348 -0.42406
C -3.09786 2.57890 -1.67362
C -2.89378 1.44615 -2.44648
C -2.09856 0.41186 -1.97659
H -0.38057 -1.59343 2.27442
H -0.68078 0.14050 2.21409
H -2.72679 -2.02911 1.52636
H -3.03811 -0.29929 1.44528
H -4.67521 -2.90831 2.24865
H -7.09620 -3.10584 1.89825
H -8.65198 -1.59451 3.08424
H -7.76344 0.13476 4.61173
H -5.33233 0.35677 4.94808
H -1.53357 0.59247 5.88693
H -1.36623 3.01470 6.35948
H -2.51754 4.63819 4.89415
H -3.81006 3.84108 2.94353
H -3.98790 1.43105 2.47738
H -2.73806 -1.93771 -1.80932
H -3.45272 -4.24287 -2.19479
H -2.34733 -6.11320 -1.02644
H -0.51818 -5.64799 0.58308
H 0.25666 -3.33730 0.92311
H -1.26756 1.74437 1.03406
H -2.65611 3.55191 0.18885
H -3.72310 3.38246 -2.04025
H -3.36133 1.36244 -3.41954
H -1.93828 -0.45590 -2.60112
*
```